Molecular formula: C17H27N3OSV
Method: DFT, ωB97M-V with the def2-TZVPD basis set

## Properties
- Kohn-Sham gap (alpha / beta): 7.23 / 8.56 eV
- Highest occupied orbital energy (alpha / beta): -0.2478 / -0.2969 Eh
- Multiplicity: 4
- Energy: -2245.673973 a.u.
- Net charge: 0

Last column: Mulliken charge in e.
CARTESIAN COORDINATES (ANGSTROEM)
V -0.6581 2.8668 0.6834  0.760
C -2.4584 3.9072 1.4595  -0.513
C -2.4604 4.0743 0.0475  -0.643
C -2.6079 2.7931 -0.5445  -0.597
C -2.6811 1.8313 0.4926  -0.523
C -2.5868 2.5185 1.7359  -0.648
H -2.4161 4.6963 2.1925  0.477
H -2.4342 5.0149 -0.4784  0.480
H -2.6934 2.5959 -1.5995  0.414
H -2.8401 0.7724 0.3679  0.737
H -2.6589 2.0726 2.7147  0.455
C 1.5285 3.2347 0.0644  -0.786
C 1.1320 4.1860 1.0397  -0.497
C 0.8064 3.4827 2.2327  -0.693
C 0.9928 2.0948 1.9868  -0.388
C 1.4395 1.9458 0.6458  -0.104
H 1.8707 3.4558 -0.9329  0.399
H 1.1446 5.2582 0.9288  0.459
H 0.5303 3.9260 3.1756  0.490
H 0.8760 1.3050 2.7116  0.362
H 1.7106 1.0141 0.1779  0.391
C 1.4173 -0.0150 -2.5919  -0.697
C 0.1848 0.8057 -2.8798  0.650
N -0.6286 0.3396 -3.8701  -0.382
O -0.0837 1.8021 -2.2411  -0.513
H 1.6280 -0.7639 -3.3565  0.381
H 1.2558 -0.5123 -1.6320  -0.250
H 2.2715 0.6519 -2.4895  0.363
H -0.3885 -0.4571 -4.4283  0.174
H -1.4722 0.8474 -4.0722  0.226
C 1.3241 -4.1258 -1.0157  -1.196
N 0.2210 -3.2258 -0.7095  0.166
C -0.6430 -2.9517 -1.8413  -1.003
C 0.1549 -2.4980 0.4380  0.140
S -0.6690 -1.0523 0.5824  -0.122
N 0.8600 -3.0520 1.4883  0.094
C 1.1170 -2.2276 2.6584  -0.908
C 0.5766 -4.4404 1.8512  -1.166
H 1.7804 -3.8157 -1.9591  0.370
H 0.9861 -5.1591 -1.1307  0.335
H 2.0751 -4.0827 -0.2339  0.388
H -1.2072 -3.8495 -2.1060  0.324
H -0.0396 -2.6569 -2.7048  0.239
H -1.3276 -2.1453 -1.5987  0.346
H 1.4749 -1.2471 2.3574  0.216
H 1.8832 -2.7249 3.2540  0.350
H 0.2167 -2.0921 3.2658  0.355
H 0.2216 -5.0061 0.9960  0.402
H -0.1989 -4.4693 2.6243  0.370
H 1.4732 -4.9228 2.2430  0.313

=====

Molecular formula: C5H12O
Method: DFT, ωB97M-V with the def2-TZVPD basis set

## Properties
- Structure (SMILES): CCOC(C)C
- Kohn-Sham gap: 10.72 eV
- Highest occupied orbital energy: -0.3508 Eh
- Energy above the lowest of the compared OMol25 structures with the same formula, charge and spin: 15.17 kcal per mole
- Energy: -272.924481 a.u.
- Net charge: 0

Last column: Mulliken charge in e.
CARTESIAN COORDINATES (ANGSTROEM)
C 1.9593 -0.0041 -0.8670  -1.033
C 1.5539 0.4974 0.5290  -0.235
O 0.2936 0.0983 1.0375  -0.420
C -0.7762 0.1095 0.1070  0.523
C -0.9077 -1.2940 -0.4771  -1.254
C -2.0623 0.5140 0.8133  -1.474
H 1.1330 0.0096 -1.5837  0.300
H 2.3672 -1.0203 -0.8505  0.286
H 2.7221 0.6709 -1.2666  0.343
H 2.2755 0.1371 1.2710  0.279
H 1.6121 1.5962 0.5253  0.296
H -0.5747 0.8547 -0.6799  0.331
H -1.6941 -1.3509 -1.2364  0.340
H -1.1494 -1.9787 0.3425  0.348
H 0.0305 -1.6410 -0.9159  0.310
H -1.9888 1.5111 1.2565  0.346
H -2.3048 -0.2031 1.6044  0.333
H -2.8842 0.5158 0.0880  0.381

=====

Molecular formula: C11H12O
Method: DFT, ωB97M-V with the def2-TZVPD basis set

## Properties
- Structure (SMILES): C[C@@H]1O/C1=C1\C=CC=CC1.C#C
- Kohn-Sham gap: 8.50 eV
- Highest occupied orbital energy: -0.2850 Eh
- Energy above the lowest of the compared OMol25 structures with the same formula, charge and spin: 130.88 kcal per mole
- Energy: -501.369331 a.u.
- Net charge: 0

Last column: Mulliken charge in e.
CARTESIAN COORDINATES (ANGSTROEM)
C 2.9852 -0.9205 -0.1390  -0.118
C 2.3124 -0.8357 0.9852  -0.578
C 2.3384 -0.8121 -1.4398  -0.312
C 0.7714 -0.6356 1.0185  -0.826
C 1.0519 -0.5205 -1.5369  -0.734
C 0.1610 -0.3475 -0.3249  0.343
C 0.5255 2.9871 0.2577  -0.490
C 0.6016 2.5571 1.3418  -0.323
C -2.4371 0.3016 -0.3049  0.508
C -1.1001 -0.0028 -0.4626  0.185
C -3.4736 -0.7630 0.0611  -1.278
O -1.9042 0.4409 -1.5478  -0.566
H 4.1589 -1.0524 -0.2087  0.208
H 2.6702 -1.0367 1.9955  0.372
H 2.8375 -0.9403 -2.3757  0.402
H 0.3009 -1.5873 1.2964  0.378
H 0.5406 -0.5962 -2.5119  0.328
H 0.4824 3.4802 -0.6864  0.385
H 0.4763 0.0429 1.7385  0.315
H 0.6426 2.1374 2.3006  0.472
H -2.8031 1.2972 -0.0025  0.341
H -3.8440 -0.7227 1.1318  0.297
H -2.9819 -1.7699 -0.0298  0.334
H -4.3129 -0.7012 -0.5559  0.358

=====

no.,molar mass (u),strongest force on any atom (eV/A)
1,372.434,0.564
2,88.150,0.353
3,160.216,5.782